122
Properties=species:S:1:pos:R:3:forces:R:3 method="wB97M-V/def2-TZVPD" e_lumo_ha=0.019 e_homo_ev=-7.82 gap_ev=8.4
C -0.02205 4.73666 0.40282 -0.4477 -0.6075 -0.5144
C 0.24090 3.78278 1.08945 0.3044 -0.3945 0.8587
C 0.57468 2.70037 2.06781 0.1874 0.8156 -0.8133
Si -0.72490 1.33690 2.13279 -1.0533 1.0016 1.4368
F -1.32182 0.90667 0.66545 0.9035 -0.0409 0.7950
C -2.19553 2.02975 3.11544 0.6153 -1.2954 -1.3354
C -3.49842 1.30587 2.63861 -0.6583 0.9057 0.6008
C -4.43798 2.23140 1.80398 -0.1837 -0.6307 -0.3200
C -4.49787 1.85925 0.29996 -0.4255 0.2742 0.5685
C -5.05797 0.45478 0.02528 0.0928 -0.1957 -0.7946
C -4.94851 0.04205 -1.47271 0.4220 0.1139 0.1298
C -3.48384 0.14800 -2.02885 -0.8960 -0.1140 0.5582
S -3.34568 1.18309 -3.53525 -0.1219 0.3244 -0.3384
C -4.21225 2.70803 -3.23371 0.2808 0.1683 1.0378
N -4.00498 3.60733 -2.31069 0.7279 -1.0572 -0.4322
N -4.93166 4.59385 -2.46612 -0.9471 -0.3157 -1.0645
C -5.65630 4.23213 -3.49357 0.5127 1.0245 1.1579
O -5.26502 3.07070 -4.03157 -0.1194 -0.2524 -0.0494
O -0.11395 0.05882 3.05176 0.4132 -0.1042 -2.6133
Si 0.45734 -1.30041 2.23199 -0.6577 -1.2485 0.7055
C 1.73730 -2.12569 3.32841 -0.1913 0.0846 0.1631
O 0.96281 -1.01664 0.62396 0.7480 0.1980 1.0899
C 2.23819 -1.41657 0.31802 1.1174 1.3613 -0.6374
O 2.63189 -2.54236 0.35263 -0.6056 -0.6381 0.2210
C 3.14714 -0.29602 -0.16451 0.0058 0.5043 -0.0279
C 3.53315 -0.38138 -1.51591 0.4822 0.4234 -0.0464
C 4.33738 0.60851 -2.11889 -0.5508 0.0562 1.9022
C 4.73949 1.69706 -1.30580 -0.2005 -0.7862 -0.5352
C 4.37844 1.77725 0.05548 -0.1737 -0.4499 -0.4245
C 3.56772 0.79265 0.65364 0.2814 -0.4656 -1.5736
P -1.27674 -2.70434 2.11110 -1.1343 -0.1631 0.8078
C -0.60698 -4.44502 1.92573 0.3911 0.7408 -1.0222
C -2.12107 -2.35526 0.48718 -0.0390 -0.8669 -0.4257
C -3.25665 -3.39528 0.15600 0.2493 1.2782 -0.0675
H -0.39477 5.32186 -0.41674 0.2773 0.1327 0.4185
H 0.56543 3.17370 3.06688 -0.1182 -0.3504 -0.1852
H 1.60546 2.35669 1.90912 -0.2916 -0.0030 -0.1752
H -2.20991 3.10591 2.89479 -0.2470 -0.1827 0.4548
H -1.98767 1.78838 4.16603 -0.0352 0.4662 -0.1660
H -4.06186 1.01198 3.53954 0.2458 -0.0418 -0.2909
H -3.31407 0.37536 2.08411 0.1733 0.2098 0.2026
H -4.13517 3.29094 1.87992 -0.2163 -0.5042 0.1269
H -5.46572 2.13791 2.20470 0.5439 0.2549 -0.1542
H -3.50838 2.03777 -0.14097 -0.2736 -0.2190 -0.0289
H -5.19323 2.57423 -0.17180 0.3454 -0.1206 0.0081
H -6.13041 0.42138 0.28273 0.3412 0.0417 0.1175
H -4.56596 -0.33674 0.61167 -0.0577 0.3273 0.0108
H -5.27146 -1.00412 -1.60014 -0.0012 0.3453 0.1094
H -5.62809 0.64523 -2.09582 0.2214 -0.0805 0.2588
H -2.76608 0.46081 -1.26097 -0.2350 0.1164 -0.2943
H -3.18678 -0.86319 -2.34558 0.1512 0.4978 -0.3120
H -6.48035 4.83345 -3.86237 0.1684 -0.5430 -0.3286
H 2.01341 -3.12658 2.96893 0.1232 0.4667 -0.1336
H 2.62888 -1.51068 3.51380 -0.1335 -0.2591 -0.0998
H 1.23940 -2.29705 4.30038 0.1104 0.2724 -0.2987
H 3.20416 -1.22808 -2.12219 0.0262 0.1587 0.2971
H 4.61457 0.51050 -3.16489 0.0023 0.1934 0.2148
H 5.33763 2.47054 -1.78910 -0.1439 0.0027 0.4869
H 4.71708 2.64280 0.62395 -0.0974 -0.2365 -0.0676
H 3.28326 0.86264 1.70128 0.0230 -0.0594 -0.1839
H 0.27319 -4.57840 2.56764 -0.3750 -0.0758 -0.0860
H -1.36663 -5.20768 2.13036 0.1980 0.3205 0.1342
H -0.28519 -4.54574 0.87531 0.0432 -0.2953 0.3920
H -2.60196 -1.37098 0.52441 0.4845 -0.0410 0.0404
H -1.38363 -2.38018 -0.33064 -0.1485 0.2301 0.2239
H -4.21269 -2.91471 0.41694 0.1727 -0.5491 0.2117
H -3.12522 -4.34719 0.67712 -0.1672 0.1198 -0.2760
H -3.28899 -3.51365 -0.93727 0.0513 -0.3730 0.3605
C -1.32100 3.80736 -5.85315 -0.0364 -0.2996 0.2173
O -0.67659 3.16801 -4.75966 0.0513 0.1411 -0.1861
H -0.75762 4.70294 -6.10539 0.0223 -0.0163 0.0496
H -1.34570 3.14415 -6.72247 -0.0744 0.1265 -0.0946
H -2.34177 4.09295 -5.57907 -0.0256 0.0834 -0.1435
H -1.18708 2.37892 -4.54890 0.0138 -0.0029 0.1746
C 2.37225 -7.41702 1.79513 0.1174 0.4238 -0.1082
O 1.67376 -6.66480 0.80534 -0.0803 -0.1634 0.0157
H 1.95588 -8.42209 1.81978 -0.0483 0.0352 -0.0485
H 3.43240 -7.47252 1.54193 0.0142 -0.1643 0.1389
H 2.24833 -6.95126 2.77764 0.0363 -0.1547 0.0781
H 2.05447 -5.78152 0.79681 -0.0199 0.0368 -0.1085
C -8.08534 3.85225 1.81247 -0.0350 -0.2452 0.1600
O -7.43668 3.21179 2.90643 -0.0905 0.1438 0.0013
H -7.53531 4.75990 1.57490 0.0727 -0.0508 0.0433
H -8.09014 3.19649 0.93700 -0.0410 0.1241 -0.0985
H -9.11297 4.11341 2.07992 -0.0164 0.0757 -0.1343
H -7.93161 2.41266 3.10500 0.0215 -0.0197 0.0772
C 0.85915 2.61914 -2.16333 -0.0950 -0.3220 0.1826
O 1.55798 1.96757 -1.10760 -0.2750 0.2270 -0.0612
H 1.37420 3.54973 -2.39125 0.0260 -0.0343 0.0270
H 0.84874 1.98883 -3.05649 -0.0078 0.1366 -0.0704
H -0.16732 2.84337 -1.86086 -0.0222 0.0961 -0.1438
H 1.08623 1.15132 -0.91748 0.0030 -0.0298 0.0565
C 7.62413 4.67920 -0.97759 -0.2599 0.2945 -0.1312
O 6.21393 4.74768 -1.19480 0.0671 -0.1623 0.0827
H 7.88816 3.65235 -0.74147 -0.0744 -0.0009 -0.0207
H 8.15783 4.98704 -1.87862 0.1802 -0.0803 0.0895
H 7.90792 5.32389 -0.14166 0.1614 -0.0746 0.0005
H 5.99800 5.65975 -1.40277 -0.0899 -0.0026 -0.0132
C 3.73789 -9.10335 -1.13775 0.2694 -0.1691 0.0053
O 4.70476 -8.86189 -0.11441 -0.1196 0.0478 0.0886
H 2.81950 -8.58333 -0.87251 0.0768 0.0633 0.0656
H 4.10327 -8.72354 -2.09520 -0.1566 -0.0115 -0.0584
H 3.53937 -10.17526 -1.21621 -0.1349 0.0416 -0.1383
H 5.50847 -9.32537 -0.36212 0.0433 0.0157 0.0301
C -4.71209 6.81602 2.49118 0.1974 -0.0593 -0.2542
O -4.28163 5.68348 1.74487 -0.0898 0.0560 0.1242
H -5.37385 6.47127 3.28271 0.0209 -0.0726 -0.0329
H -3.85401 7.32582 2.93752 -0.1016 0.0962 0.0891
H -5.25582 7.51172 1.84589 -0.0434 0.0885 0.1259
H -3.69955 6.00213 1.04943 0.0113 -0.1251 -0.0782
C 1.28984 -12.47434 0.19144 0.2386 0.1702 0.1458
O 2.69738 -12.42392 -0.01989 -0.0692 -0.0646 -0.0676
H 0.85454 -13.12223 -0.56547 0.0747 -0.0030 -0.0178
H 1.06861 -12.88126 1.18151 -0.1534 -0.0063 -0.0382
H 0.85585 -11.47487 0.10026 -0.1444 -0.0619 0.0056
H 3.06655 -11.84834 0.65561 0.0835 0.0046 -0.0168
C 11.77841 3.77248 -0.51618 -0.1387 -0.2854 -0.0896
O 10.62290 3.47194 -1.29340 0.0563 0.1458 0.0497
H 11.88032 4.85362 -0.46125 -0.0636 -0.0076 -0.0449
H 11.67142 3.37095 0.49481 0.1304 0.0792 0.0440
H 12.67167 3.35205 -0.98507 0.0905 0.0817 0.1029
H 10.54558 2.51534 -1.33317 -0.0638 -0.0156 -0.0567

***

67
Properties=species:S:1:pos:R:3:forces:R:3 method="wB97M-V/def2-TZVPD" e_lumo_ha=-0.125 e_homo_ev=-11.14 charge=+1 gap_ev=7.7
Zr 0.34698 -1.19267 1.24251 -0.1073 0.4943 0.3116
S 2.78031 -0.39799 1.14912 -0.0820 -0.3967 0.1238
C 2.76394 -1.21887 2.69321 -0.3934 -0.5919 0.7654
C 3.69194 -1.06056 3.71492 0.8661 0.0884 0.2263
C 3.63975 -1.82131 4.87926 0.4077 0.9648 -0.4077
C 2.55309 -2.67095 5.03449 -0.4585 -1.0102 0.0216
C 1.60771 -2.79453 4.02112 0.8764 1.5367 -0.8004
N 1.71224 -2.05440 2.85141 0.5027 -0.6448 1.5174
H 4.50636 -0.36312 3.56850 -0.0255 0.0048 -0.0482
H 4.45582 -1.67026 5.62816 -1.0345 -0.3861 -0.5915
H 2.45265 -3.30075 5.91973 -0.0340 0.2430 -0.2550
H 0.73659 -3.41839 4.12661 -0.0850 -0.1088 -0.1291
S -1.15472 -1.59798 3.13194 -0.3452 0.6414 -0.4612
C -2.69339 -1.83996 2.22868 0.9987 -0.7257 0.3716
C -3.11529 -1.08073 1.14914 -0.9031 0.9026 -0.7923
C -4.24352 -1.47562 0.38768 1.2554 -1.3952 1.8904
C -4.90270 -2.65154 0.74200 0.6350 0.9637 -0.5134
C -4.46454 -3.37168 1.82482 0.5403 0.0672 0.9987
C -3.34043 -3.02828 2.56613 -0.9526 0.0835 -0.0401
H -2.63693 -0.12182 0.88238 -0.1414 -0.7242 0.3115
H -4.54977 -0.96088 -0.46668 -0.3467 0.9986 -1.0973
H -5.70477 -3.00528 0.13605 -0.6234 -0.1465 -0.1540
H -5.02099 -4.18841 2.18846 -0.6113 -1.1189 0.0219
H -3.04438 -3.68270 3.40754 0.0083 0.7010 -0.5815
C 2.42572 4.89830 -0.70290 -1.7611 -0.1476 0.6756
C 3.29264 3.70827 -1.05786 1.4401 1.9584 -0.7697
C 2.92787 3.07443 -2.38942 -0.6561 -0.6891 0.4044
C 2.49247 1.61708 -2.25921 0.3247 0.0556 1.4706
N 1.66760 1.44774 -1.03891 -0.8775 -0.1794 -1.9358
C 0.34241 1.49103 -0.91642 0.0440 0.2729 0.2794
S -0.40361 1.31020 0.66521 0.2465 -0.5445 -0.3827
N -0.35719 1.79359 -2.00196 0.2784 0.7127 -0.5842
C -1.78706 1.72758 -2.31179 -1.0145 -0.8159 -0.7252
C -2.57160 3.01907 -2.58884 -0.1256 0.6563 1.6661
C -1.70241 4.05243 -3.28497 -0.0105 1.0375 0.6968
C -1.23524 3.74543 -4.70622 0.9974 1.6514 1.3004
H 2.60302 5.22786 0.32956 0.2037 0.1566 -0.3784
H 1.35774 4.59387 -0.69592 0.3062 -0.0238 0.0225
H 2.42865 5.75233 -1.38758 0.5616 -0.2045 0.0363
H 3.32859 3.05151 -0.22876 -0.1799 -0.9331 0.7084
H 4.31617 4.11674 -1.09152 -0.1047 -0.3452 -0.2254
H 3.69781 3.06722 -3.10341 1.4756 0.1398 -0.7500
H 2.18701 3.68137 -2.87080 -0.8988 0.2730 -0.1592
H 3.38065 0.96474 -2.14648 -0.4443 0.3438 0.2238
H 1.97364 1.20905 -3.08882 -0.5852 -0.1832 -0.9816
H 2.19863 1.29883 -0.24210 0.6282 -0.1276 1.8634
H 0.23630 2.16178 -2.74949 -0.5394 -0.2868 0.1465
H -2.30851 1.12563 -1.56176 0.3554 0.0073 -0.0391
H -1.88272 1.20530 -3.28436 0.4343 -0.2778 0.6084
H -2.92641 3.50365 -1.61327 0.4421 -0.7517 -1.1923
H -3.49143 2.73915 -3.14852 0.6478 0.1677 0.2205
H -0.86773 4.25455 -2.56734 -0.2934 -0.0350 -0.7437
H -2.28126 4.98339 -3.28189 0.1597 -0.0349 -0.1608
H -0.53967 2.95087 -4.69033 0.6136 -1.3824 -0.2340
H -0.62305 4.58973 -5.11060 -0.9380 -0.4596 0.1052
H -2.09089 3.50997 -5.27814 -0.6654 -0.2030 -1.0872
Se -0.29610 -1.87827 -1.11628 -0.5106 0.4485 -0.9963
C -0.29524 -3.40531 -0.02093 0.3958 0.2658 0.1262
C 0.92106 -3.78050 0.50150 0.4716 -0.5931 0.1657
C 0.98901 -4.88116 1.38324 0.4820 0.7977 -0.6972
N -0.05413 -5.59866 1.65264 -0.9990 -0.5822 0.7543
C -1.25848 -5.17530 1.18642 0.9312 -1.3732 0.4816
C -1.41744 -4.08774 0.42420 -0.7504 0.8744 -0.9210
H 1.82478 -3.37424 0.08737 0.4274 0.2942 0.0560
H 1.96725 -5.13528 1.78301 -0.1817 -0.3206 0.1247
H -2.13005 -5.78075 1.36258 -0.0226 -0.3203 0.5116
H -2.41472 -3.80674 0.15388 -0.2554 0.2602 -0.3729

***

41
Properties=species:S:1:pos:R:3:forces:R:3 method="wB97M-V/def2-TZVPD" e_lumo_ha=-0.104 e_homo_ev=-12.94 charge=+1 gap_ev=10.1
C -3.26414 1.08864 0.21276 0.3337 -0.4663 0.6867
P -1.44372 1.16502 -0.38388 -1.9018 -0.1915 -0.0052
N -1.41459 0.32665 -1.92160 -1.0166 0.9625 1.2614
C -0.42890 0.37042 0.97659 1.0408 0.0861 0.6296
C 1.12932 0.17323 0.65888 0.5819 -1.1302 0.0673
C 1.46393 -0.42380 -0.78872 0.7913 0.4628 0.3940
C 2.92878 -1.14170 -0.79512 -0.8297 0.9941 -1.0860
O 2.80985 -2.35781 -1.57281 -0.0118 0.3482 0.6415
C -1.08670 2.98581 -0.70518 -0.1820 0.3825 0.1053
C 0.15767 3.60099 0.10149 0.3000 0.7766 -0.7948
C 1.27368 4.10321 -0.94404 0.9508 3.1236 0.3331
O 1.43858 5.32082 -1.10176 -0.7327 -4.1456 0.3155
O 2.08728 3.17753 -1.66648 -1.1180 0.5593 1.6434
H -3.28686 0.71897 1.30116 0.0836 0.5223 -1.6122
H -3.79246 0.30357 -0.43086 0.5843 1.3076 0.9097
H -3.76824 2.10912 0.19511 0.6577 -1.4277 -0.2685
H -2.09417 -0.45906 -1.86152 0.8262 0.3872 -0.0312
H -1.82978 0.97254 -2.62442 0.5596 -0.4824 0.4692
H -0.49755 1.05608 1.90146 -0.2591 -0.7905 -1.4713
H -0.87244 -0.63917 1.31427 0.3211 1.5272 -1.0189
H 1.77178 1.10553 0.84007 -1.1803 -1.1775 -0.2892
H 1.51422 -0.60285 1.42197 -0.7296 1.2407 -1.0019
H 1.46738 0.46794 -1.51971 -0.1518 -1.5828 0.8227
H 0.72255 -1.23337 -1.12388 0.9093 1.3554 0.6203
H 3.28342 -1.34680 0.28043 -0.5031 -0.0885 -1.8382
H 3.68637 -0.47239 -1.34913 -1.0058 -0.7802 1.1820
H 2.26046 -2.21247 -2.37000 0.5719 0.1894 0.7231
H -2.01164 3.59619 -0.38998 1.2654 -1.2822 -0.4621
H -1.01970 3.11500 -1.84212 0.2020 -0.1831 1.5969
H -0.20717 4.55820 0.62343 0.7111 -1.5145 -0.8668
H 0.60361 2.92459 0.89673 -0.5941 0.6787 -1.1886
H 2.84726 2.92677 -1.09584 -0.5381 0.2305 -0.4634
C -0.14504 -4.72834 1.74856 0.0932 -0.0965 0.0023
C -0.31730 -3.28973 1.30621 -0.0980 -0.3636 0.2327
O -1.66319 -3.05587 0.89671 -0.1823 0.5053 -0.1408
H -0.40121 -5.41208 0.93588 0.0932 0.1168 0.0099
H 0.88400 -4.92053 2.05982 -0.0806 -0.0282 0.0140
H -0.81362 -4.95926 2.58279 0.1132 0.0584 0.0406
H 0.33673 -3.06967 0.45924 -0.1684 0.0390 -0.0320
H -0.07334 -2.59802 2.12082 0.2136 -0.0367 0.0609
H -2.23512 -3.24390 1.65270 0.0797 -0.0861 -0.1909

***

The records above yield maximum force values of 2.65; 2.66; 4.22 eV Å⁻¹, respectively.
The records above yield E_tot values of -102512.94913; -131550.90129; -29736.19664 eV, respectively.